{"formula": "C29H25BrFeI2N4O3", "method": "ωB97M-V with the def2-TZVPD basis set", "symbols": ["Fe", "O", "C", "C", "C", "C", "C", "C", "C", "O", "N", "N", "C", "C", "Br", "C", "C", "C", "C", "C", "C", "C", "H", "H", "H", "H", "H", "H", "H", "H", "H", "H", "H", "H", "H", "H", "I", "C", "C", "C", "I", "C", "O", "C", "C", "N", "C", "C", "C", "C", "C", "C", "N", "C", "H", "H", "H", "H", "H", "H", "H", "H", "H", "H", "H"], "coordinates": [[0.317, 0.930, -0.908], [-3.867, 2.643, -0.956], [-4.491, 1.540, -0.463], [-5.858, 1.583, -0.185], [-6.525, 0.487, 0.329], [-5.831, -0.689, 0.569], [-4.477, -0.731, 0.283], [-3.776, 0.362, -0.224], [-2.285, 0.160, -0.475], [-1.629, 1.128, -1.118], [-1.659, -0.108, 0.916], [-0.564, 0.663, 1.128], [-0.145, 0.879, 2.309], [0.989, 1.767, 2.590], [1.214, 3.233, 1.408], [1.777, 1.673, 3.661], [1.738, 0.574, 4.643], [1.528, -0.753, 4.270], [1.491, -1.759, 5.224], [1.672, -1.455, 6.565], [1.906, -0.140, 6.946], [1.946, 0.863, 5.993], [-4.522, 3.344, -1.042], [-6.399, 2.505, -0.375], [-7.585, 0.553, 0.536], [-6.336, -1.562, 0.962], [-3.930, -1.656, 0.443], [-2.203, -0.818, -0.996], [-2.334, -0.037, 1.670], [-0.644, 0.436, 3.173], [2.493, 2.464, 3.845], [1.423, -1.002, 3.221], [1.333, -2.785, 4.917], [1.646, -2.240, 7.309], [2.061, 0.103, 7.989], [2.131, 1.888, 6.292], [6.503, -2.459, -3.452], [5.058, -1.242, -2.564], [5.136, 0.136, -2.700], [4.173, 0.932, -2.107], [4.250, 3.002, -2.325], [3.111, 0.395, -1.357], [2.230, 1.157, -0.772], [3.049, -1.015, -1.258], [1.896, -1.626, -0.515], [0.603, -1.279, -1.152], [0.469, -1.752, -2.534], [-0.032, -0.681, -3.479], [-0.723, -1.018, -4.634], [-1.102, -0.010, -5.504], [-0.783, 1.302, -5.194], [-0.106, 1.549, -4.014], [0.264, 0.582, -3.176], [4.015, -1.812, -1.853], [5.939, 0.589, -3.266], [1.854, -1.235, 0.505], [2.029, -2.712, -0.461], [-0.152, -1.646, -0.581], [-0.177, -2.631, -2.597], [1.457, -2.056, -2.890], [-0.959, -2.053, -4.842], [-1.645, -0.246, -6.410], [-1.063, 2.120, -5.842], [0.151, 2.558, -3.717], [3.947, -2.890, -1.758]], "s2": 6.012, "e_homo_ha": [-0.275, -0.278], "de_lowest_ev": 0.000, "total_energy_ha": -5997.9568, "spin_multiplicity": 5}

***

{"formula": "CH11O5", "method": "ωB97M-V with the def2-TZVPD basis set", "symbols": ["C", "O", "H", "H", "H", "H", "H", "O", "H", "H", "O", "H", "H", "O", "H", "H", "O"], "coordinates": [[1.866, 1.997, 2.370], [2.934, 1.033, 2.512], [1.963, 2.787, 3.136], [0.930, 1.487, 2.557], [1.801, 2.685, 1.423], [-1.882, -0.902, -4.560], [-3.142, -1.278, -3.529], [-2.734, -1.369, -4.420], [2.752, 0.375, 1.770], [0.598, -0.782, -1.134], [-0.125, -1.331, -0.714], [-2.988, 0.090, -0.474], [-2.051, -0.526, -1.261], [-3.055, -0.349, -1.328], [1.375, -1.508, 2.057], [0.212, -1.349, 0.328], [1.544, -1.060, 1.270]], "charge": -1, "e_homo_ha": -0.158, "de_lowest_ev": 1.709, "total_energy_ha": -420.8880}